{
  "formula": "C54H45F5NO2P2S3Ti",
  "method": "ωB97M-V/def2-TZVPD",
  "elements": ["Ti", "O", "S", "C", "C", "C", "C", "C", "C", "P", "C", "C", "C", "C", "C", "C", "C", "C", "C", "C", "C", "C", "C", "C", "C", "C", "C", "C", "P", "C", "C", "C", "C", "C", "C", "C", "C", "C", "C", "C", "C", "H", "H", "H", "H", "H", "H", "H", "H", "H", "H", "H", "H", "H", "H", "H", "H", "H", "H", "H", "H", "H", "H", "H", "H", "H", "H", "H", "H", "F", "C", "C", "F", "C", "F", "C", "S", "C", "F", "C", "F", "C", "C", "C", "C", "C", "C", "C", "H", "H", "H", "H", "H", "H", "H", "S", "C", "N", "C", "C", "O", "C", "C", "H", "H", "H", "H", "H", "H", "H", "H", "H", "H"],
  "coordinates": [[-1.85258, 0.10553, 0.49478], [-2.87104, -2.51668, 3.04318], [-1.72885, -1.68342, 2.64960], [-0.29558, -2.83889, 2.43297], [-0.32782, -3.94601, 3.24281], [0.83422, -4.73186, 3.23685], [1.96922, -4.41113, 2.49247], [1.84909, -3.30744, 1.66139], [0.71182, -2.51136, 1.56547], [0.69902, -1.20921, 0.32030], [1.01487, -2.32471, -1.19525], [0.84440, -3.67982, -1.03413], [1.20248, -4.47207, -2.09592], [1.62914, -3.94175, -3.37053], [1.65971, -2.57614, -3.47101], [1.36525, -1.75523, -2.40035], [2.36963, -0.52659, 0.71015], [2.82683, -0.52934, 2.01002], [4.02571, 0.08797, 2.31911], [4.80560, 0.64951, 1.33861], [4.29413, 0.73622, 0.02234], [3.07011, 0.17760, -0.25184], [-1.29807, -0.71692, 4.16144], [-1.43168, -1.34949, 5.41321], [-1.20875, -0.68609, 6.56679], [-0.84437, 0.66728, 6.60251], [-0.88880, 1.33867, 5.40020], [-1.10831, 0.66969, 4.14076], [-1.26546, 1.66449, 2.63478], [0.27877, 2.72285, 2.66326], [0.52451, 3.80430, 3.49751], [1.76135, 4.44544, 3.45332], [2.64714, 4.14044, 2.41165], [2.26660, 3.16475, 1.44022], [1.11723, 2.44988, 1.58978], [-2.52822, 2.96384, 2.85543], [-2.38391, 4.12463, 2.11004], [-3.28126, 5.20310, 2.27137], [-4.30384, 5.10282, 3.23838], [-4.48111, 3.91437, 3.97947], [-3.54476, 2.89414, 3.74623], [-1.21112, -4.17985, 3.81380], [0.84224, -5.69555, 3.71347], [2.97715, -4.83867, 2.61114], [2.59909, -3.16945, 0.92261], [0.42248, -4.05805, -0.09260], [1.18146, -5.46569, -1.84690], [1.81262, -4.57992, -4.17759], [1.85310, -2.11505, -4.48807], [1.36405, -0.74966, -2.62155], [2.23768, -1.05221, 2.67817], [4.35563, 0.12679, 3.32126], [5.74134, 1.15852, 1.54147], [4.89594, 1.19404, -0.79511], [2.66537, 0.35444, -1.20871], [-1.73968, -2.37538, 5.41430], [-1.26574, -1.27836, 7.45086], [-0.66162, 1.24993, 7.50810], [-0.90655, 2.44904, 5.38636], [-0.18786, 4.04587, 4.29860], [1.85862, 5.18658, 4.28305], [3.54730, 4.69689, 2.29696], [2.95233, 2.98128, 0.63292], [0.85871, 1.57105, 0.94570], [-1.46010, 4.31763, 1.60581], [-3.06820, 6.12427, 1.75448], [-4.93880, 5.93149, 3.42537], [-5.18880, 3.75907, 4.72206], [-3.70504, 1.94277, 4.24629], [-7.60787, -3.52422, -1.79193], [-6.27744, -3.19335, -1.67979], [-5.77546, -2.09552, -2.29082], [-6.57008, -1.36339, -3.13251], [-4.52328, -1.69683, -1.95738], [-4.09199, -0.50424, -2.46787], [-3.68134, -2.39688, -1.09551], [-2.02665, -1.98491, -0.74802], [-4.24467, -3.53668, -0.53601], [-3.50419, -4.33905, 0.21463], [-5.57404, -3.92078, -0.78540], [-6.12336, -4.84939, -0.05793], [-1.63862, 1.73371, -0.90625], [-0.39323, 2.47479, -1.39827], [0.48919, 1.85215, -2.23719], [1.69358, 2.43960, -2.67601], [1.90023, 3.77290, -2.31152], [1.01213, 4.43131, -1.42817], [-0.18972, 3.76194, -1.07027], [-2.17978, 1.52874, -1.81142], [-2.32099, 2.48032, -0.42163], [0.23870, 0.85360, -2.60439], [2.33308, 1.96854, -3.42848], [2.76828, 4.24646, -2.73461], [1.20897, 5.45542, -1.04379], [-0.79192, 4.30152, -0.39740], [-4.09238, 0.68230, 1.14105], [-5.11822, -0.74852, 1.10924], [-5.89099, -1.62547, 1.01708], [1.17796, -0.68734, -8.21881], [2.59704, -0.81550, -7.69666], [2.65497, -1.80458, -6.68432], [3.90345, -1.93483, -6.09459], [4.20511, -0.75809, -5.13699], [1.12130, 0.13698, -8.96123], [0.46171, -0.43422, -7.41124], [1.02741, -1.66300, -8.67663], [2.94357, 0.14254, -7.32528], [3.44793, -1.03502, -8.44683], [4.72521, -2.05233, -6.82142], [3.88313, -2.86336, -5.54491], [4.23640, 0.16795, -5.67069], [5.18447, -0.88325, -4.68555], [3.44841, -0.56517, -4.33391]],
  "homo_ev": [-7.9, -7.9],
  "charge": 0,
  "multiplicity": 2,
  "e_tot_ha": -5515.90464,
  "e_above_lowest_kcal_mol": 64.91,
  "s2": 0.757,
  "homo_lumo_gap_ev": [7.40, 7.42]
}